Formula: C5H5N3
Source: the Open Molecules 2025 dataset
Level of theory: ωB97M-V/def2-TZVPD

Its charge is 0. The HOMO-LUMO gap comes out at 0.2864 Eh. The calculation puts the energy above the lowest of the compared OMol25 structures with the same formula, charge and spin at 257.9 kJ/mol. Its HOMO energy is -9.18 eV. Its structure (SMILES) is C=N/N=C1/C=CN=C1.

Last columns: bonded neighbours and bond lengths (Å).
Positions of all 13 atoms, in Å:
1 C 0.08 1.18 2.96  N2 1.315, H9 1.074, H10 1.083
2 N -0.18 1.01 1.69  C1 1.315, N3 1.319
3 N 0.62 0.16 1.08  N2 1.319, C4 1.280
4 C 0.25 -0.13 -0.11  N3 1.280, C5 1.443, C8 1.519
5 C 0.93 -1.05 -0.98  C4 1.443, C6 1.375, H11 1.088
6 C 0.13 -1.22 -2.09  C5 1.375, N7 1.424, H12 1.128
7 N -0.95 -0.30 -2.15  C6 1.424, C8 1.285
8 C -0.91 0.28 -1.00  C4 1.519, N7 1.285, H13 1.106
9 H -0.54 1.78 3.60  C1 1.074
10 H 0.99 0.77 3.39  C1 1.083
11 H 1.69 -1.77 -0.69  C5 1.088
12 H 0.28 -2.07 -2.82  C6 1.128
13 H -1.69 0.93 -0.56  C8 1.106